Entry 1:
C5H15N2S | wB97M-V/def2-TZVPD

Summary:
**F_max**: 4.590 eV Å⁻¹
**LUMO energy**: -5.179 eV
**Total charge**: +1
**HOMO-LUMO gap**: 7.8 eV
**Relative energy (zero: lowest compared OMol25 entry of this formula, charge and spin)**: 423.0 kJ/mol
**Total energy**: -706.81550 a.u.
**E_HOMO**: -13.0 eV

Atoms and positions in Å:
C (-1.1910, 0.9440, -0.1695)
C (-1.5951, -2.2560, -2.2318)
C (2.2714, 0.9670, 0.4600)
C (-0.1717, -1.1207, 2.4266)
C (-1.3867, -0.4301, -0.6219)
N (-1.6829, -0.8734, -1.7789)
N (1.2887, 2.0413, 0.1795)
S (-0.4071, -2.1489, 1.0101)
H (-1.8446, 1.5503, -0.7563)
H (-0.2228, 1.4063, -0.1611)
H (-1.6039, 1.0454, 0.9253)
H (-0.6639, -2.3460, -2.9593)
H (-1.4300, -2.7942, -1.3258)
H (-2.5719, -2.4702, -2.6968)
H (1.8448, 0.1468, 0.0653)
H (3.3302, 1.0488, 0.0497)
H (2.4165, 0.8561, 1.5805)
H (0.5920, -0.4497, 2.3002)
H (0.0733, -1.8785, 3.2209)
H (-1.1274, -0.6224, 2.7929)
H (-1.9147, -0.1285, -2.4688)
H (1.6061, 2.5611, -0.6736)
H (1.4075, 2.7317, 0.8696)

Atoms 1-6, force components in eV/Å:
-3.85 -1.31 2.12
1.02 0.50 -1.70
2.26 2.37 2.05
-2.97 -1.35 1.49
2.73 -1.78 2.40
0.08 1.60 -0.14

Results of the Löwdin charge analysis, in e, for atoms 1 through 8: C -0.065; C -0.026; C -0.137; C -0.502; C -0.136; N -0.024; N -0.077; S 0.765



Entry 2:
C19H21N3O3S | wB97M-V/def2-TZVPD

Summary:
**F_max**: 1.011 eV Å⁻¹
**LUMO energy**: 0.104 eV
**HOMO-LUMO gap**: 9.1 eV
**Relative energy (zero: lowest compared OMol25 entry of this formula, charge and spin)**: 0.0 kJ/mol
**Structure (SMILES)**: O=C(CCCCn1c(=O)[nH]c2ccsc2c1=O)NCCc1ccccc1
**Total energy**: -1524.89374 a.u.
**E_HOMO**: -9.0 eV

Atoms and positions in Å:
O (-1.3709, -1.9966, -2.9010)
C (-1.4404, -0.8759, -2.4331)
N (-2.0459, -0.6116, -1.2567)
H (-1.9953, 0.3116, -0.8551)
C (-2.5865, -1.6527, -0.4146)
H (-3.6827, -1.6060, -0.4239)
H (-2.2739, -2.6034, -0.8550)
C (-2.0791, -1.5228, 1.0279)
C (-2.7362, -0.3637, 1.7232)
C (-4.0091, -0.5033, 2.2640)
C (-4.6378, 0.5672, 2.8735)
C (-4.0014, 1.7950, 2.9485)
C (-2.7344, 1.9437, 2.4119)
C (-2.1054, 0.8715, 1.8021)
H (-1.1147, 0.9903, 1.3896)
H (-2.2315, 2.8984, 2.4689)
H (-4.4916, 2.6310, 3.4258)
H (-5.6259, 0.4438, 3.2930)
H (-4.5083, -1.4609, 2.2103)
H (-0.9974, -1.3820, 1.0087)
H (-2.3038, -2.4498, 1.5585)
C (-0.9055, 0.3517, -3.1576)
H (-1.6661, 0.6270, -3.8927)
H (-0.7861, 1.1811, -2.4599)
C (0.4128, 0.0633, -3.8818)
C (1.6255, 0.2315, -2.9683)
H (2.5421, 0.2275, -3.5612)
C (1.7105, -0.8715, -1.9123)
N (2.5156, -0.4519, -0.7701)
C (3.8569, -0.7843, -0.7842)
O (4.3785, -1.4001, -1.6820)
N (4.5875, -0.3726, 0.3118)
C (4.0454, 0.3340, 1.3475)
C (2.7052, 0.6634, 1.3068)
C (1.8554, 0.2904, 0.2066)
O (0.6769, 0.5671, 0.1004)
S (2.2266, 1.5577, 2.7070)
C (3.8255, 1.4749, 3.3222)
C (4.6903, 0.8046, 2.5128)
H (5.7310, 0.6511, 2.7308)
H (4.0457, 1.9335, 4.2659)
H (5.5677, -0.6178, 0.3114)
H (0.7166, -1.1034, -1.5304)
H (2.1619, -1.7713, -2.3299)
H (1.5557, 1.1989, -2.4636)
H (0.3774, -0.9560, -4.2705)
H (0.5191, 0.7478, -4.7252)

Atoms 1-6, force components in eV/Å:
0.13 -0.29 -0.21
-0.19 0.54 -0.03
-0.19 0.09 0.36
0.10 0.02 -0.19
0.03 -0.33 0.02
0.10 -0.12 0.02

Results of the Löwdin charge analysis, in e, for atoms 1 through 8: O 0.050; C -0.524; N 0.076; H 0.127; C -0.160; H 0.125; H 0.120; C -0.128



Entry 3:
C25H51InN5O2SSi2 | wB97M-V/def2-TZVPD

Summary:
**F_max**: 0.505 eV Å⁻¹
**LUMO energy**: -2.209 eV
**Total charge**: +1
**HOMO-LUMO gap**: 9.2 eV
**Relative energy (zero: lowest compared OMol25 entry of this formula, charge and spin)**: 0.0 kJ/mol
**Total energy**: -2574.72648 a.u.
**E_HOMO**: -11.4 eV

Atoms and positions in Å:
In (0.8010, 0.6201, 0.3462)
C (2.0013, 3.2128, 2.2301)
C (2.1122, 1.9522, 3.0887)
N (1.0581, 0.9577, 2.7992)
C (-0.1731, 1.1648, 3.5746)
C (-0.9651, 2.4122, 3.1892)
S (-1.3392, 2.5542, 1.4152)
C (-0.5586, 4.1214, 0.9384)
C (0.7956, 3.9682, 0.2348)
N (1.6302, 2.9330, 0.8396)
H (2.9528, 3.7479, 2.2862)
H (1.2559, 3.8882, 2.6416)
H (2.0720, 2.2415, 4.1445)
H (3.0723, 1.4755, 2.9165)
H (1.4336, 0.0510, 3.0647)
H (0.0604, 1.2417, 4.6433)
H (-0.8060, 0.2904, 3.4399)
H (-0.4669, 3.3227, 3.5130)
H (-1.9190, 2.3779, 3.7147)
H (-0.4958, 4.7447, 1.8293)
H (-1.2518, 4.6245, 0.2648)
H (1.2852, 4.9498, 0.2333)
H (0.6310, 3.6880, -0.8066)
H (2.4686, 2.7745, 0.2905)
O (4.3344, -0.4198, 2.2344)
C (3.4546, -0.4427, 1.3901)
O (2.9825, 0.5544, 0.7329)
C (2.7946, -1.7693, 1.0508)
C (3.4537, -2.9758, 1.2200)
C (2.8422, -4.1286, 0.7585)
C (1.5823, -4.0387, 0.1794)
C (0.9733, -2.7998, 0.1096)
N (1.5683, -1.6841, 0.5323)
H (4.4328, -2.9764, 1.6772)
H (3.3395, -5.0859, 0.8405)
H (1.0774, -4.9127, -0.2075)
H (-0.0229, -2.6876, -0.3012)
C (-4.4911, -2.6510, 2.9350)
C (-3.5036, -3.1453, 1.8894)
N (-2.8774, -2.0478, 1.1452)
C (-3.6646, -1.5047, 0.0376)
C (-3.1689, -1.9903, -1.3182)
C (-1.6856, -1.5200, 1.4757)
C (-0.9261, -2.1605, 2.6022)
N (-1.1741, -0.4713, 0.8889)
H (-4.9418, -3.4937, 3.4583)
H (-5.2946, -2.0718, 2.4794)
H (-3.9962, -2.0179, 3.6726)
H (-4.0059, -3.7792, 1.1567)
H (-2.7340, -3.7619, 2.3455)
H (-3.6846, -0.4124, 0.0964)
H (-4.6941, -1.8229, 0.1949)
H (-2.1440, -1.6707, -1.5175)
H (-3.7996, -1.5985, -2.1160)
H (-3.1978, -3.0795, -1.3670)
H (-0.7026, -3.2051, 2.3892)
H (-1.5043, -2.1240, 3.5263)
H (0.0160, -1.6425, 2.7470)
H (-1.8061, -0.0942, 0.1886)
C (-2.1934, 1.9951, -1.7926)
Si (-0.6601, 1.5495, -2.7906)
C (-1.3394, 0.3246, -4.0428)
C (-0.1769, 3.0957, -3.7440)
C (0.8380, 0.9300, -1.8098)
Si (1.8687, -0.3130, -2.8075)
C (3.4940, -0.8610, -2.0480)
C (0.9408, -1.9093, -3.1884)
C (2.3591, 0.5368, -4.4101)
H (-2.9451, 2.3708, -2.4908)
H (-2.0523, 2.7667, -1.0365)
H (-2.6310, 1.1190, -1.3094)
H (-2.2101, 0.7944, -4.5083)
H (-1.6743, -0.6131, -3.5973)
H (-0.6348, 0.0870, -4.8397)
H (-1.0586, 3.5556, -4.1957)
H (0.5109, 2.8477, -4.5542)
H (0.3123, 3.8579, -3.1334)
H (1.5041, 1.8093, -1.8320)
H (3.3764, -1.6748, -1.3322)
H (4.0594, -0.0559, -1.5785)
H (4.0894, -1.2525, -2.8780)
H (0.2789, -2.2174, -2.3774)
H (1.6785, -2.7044, -3.3226)
H (0.3437, -1.8585, -4.0979)
H (3.0834, 1.3306, -4.2112)
H (1.5178, 0.9807, -4.9401)
H (2.8342, -0.1746, -5.0894)

Atoms 1-6, force components in eV/Å:
0.33 -0.09 0.37
0.03 0.01 0.00
0.04 -0.02 -0.02
-0.16 -0.04 -0.07
-0.03 0.05 -0.02
0.05 -0.05 0.00

Results of the Löwdin charge analysis, in e, for atoms 1 through 8: In 0.769; C -0.157; C -0.153; N -0.089; C -0.247; C -0.404; S 0.924; C -0.415



Entry 4:
C31H47BN11O8PW | wB97M-V/def2-TZVPD

Summary:
**F_max**: 6.475 eV Å⁻¹
**LUMO energy (alpha / beta)**: -5.764 / -8.393 eV
**Total charge**: +2
**<S²>**: 2.014
**HOMO-LUMO gap (alpha / beta)**: 7.4 / 4.7 eV
**2S+1**: 3
**Relative energy (zero: lowest compared OMol25 entry of this formula, charge and spin)**: 330.2 kJ/mol
**Total energy**: -2846.35287 a.u.
**E_HOMO (alpha / beta)**: -13.1 / -13.1 eV

Atoms and positions in Å:
W (-1.5888, 0.0677, -0.7140)
C (5.1445, 2.0129, 0.2075)
O (5.4890, 0.6626, -0.0566)
C (5.1241, -0.2531, 0.9016)
C (6.0859, -0.7914, 1.7473)
C (5.7447, -1.7727, 2.6614)
C (4.4387, -2.2280, 2.7354)
C (3.4720, -1.7088, 1.8934)
C (3.8009, -0.7097, 0.9805)
N (2.8691, -0.2150, 0.0390)
C (1.5459, -0.0203, 0.2507)
N (1.1958, 0.1119, 1.5396)
C (-0.0556, 0.0737, 2.1595)
C (-1.2606, -0.0108, 1.4378)
C (-2.3966, -0.0869, 2.2846)
C (-2.3283, -0.0809, 3.6643)
C (-1.1109, 0.0048, 4.3280)
C (0.0413, 0.0815, 3.5735)
O (1.3137, 0.1740, 4.0671)
C (1.5168, 0.0861, 5.4656)
N (0.6562, 0.0632, -0.7473)
C (1.3309, 0.2092, -2.0216)
C (1.4495, -0.8590, -2.9032)
C (2.1050, -0.7235, -4.1141)
C (2.6948, 0.4823, -4.4512)
C (2.6413, 1.5389, -3.5612)
C (1.9913, 1.4085, -2.3416)
O (2.0967, 2.4500, -1.4403)
C (0.9182, 3.1952, -1.2153)
H (5.7332, 2.6049, -0.4890)
H (5.4039, 2.2958, 1.2316)
H (4.0809, 2.2054, 0.0319)
H (7.1022, -0.4370, 1.6682)
H (6.4987, -2.1924, 3.3075)
H (4.1711, -3.0046, 3.4349)
H (2.4701, -2.1126, 1.9189)
H (3.2607, -0.0235, -0.8752)
H (1.9602, 0.0831, 2.2122)
H (-3.3816, -0.1748, 1.8448)
H (-3.2321, -0.1511, 4.2486)
H (-1.0778, -0.0132, 5.4035)
H (1.0818, 0.9457, 5.9844)
H (2.5973, 0.0877, 5.6020)
H (1.1020, -0.8399, 5.8708)
H (1.0342, -1.8146, -2.6233)
H (2.1610, -1.5642, -4.7868)
H (3.2076, 0.5941, -5.3930)
H (3.1166, 2.4802, -3.7880)
H (1.2330, 4.2108, -0.9785)
H (0.3533, 2.7625, -0.3793)
H (0.2755, 3.2201, -2.0974)
B (-1.3019, 0.9105, -5.2730)
C (-1.2435, 0.7972, -3.7696)
N (-1.1655, 0.6333, -2.6148)
H (-0.8365, -0.1138, -5.6862)
H (-0.7249, 1.8761, -5.6398)
H (-2.4420, 0.8522, -5.6171)
N (-0.7798, 4.6889, 1.7882)
C (-1.6810, 3.5449, 2.0297)
P (-2.4749, 3.3538, 0.3122)
O (-2.2485, 4.7194, -0.2502)
O (-1.7592, 2.2430, -0.4130)
C (-4.3345, 3.2287, 0.5078)
N (-4.8411, 3.5049, -0.8422)
H (0.1789, 4.3966, 1.5776)
H (-0.7658, 5.3889, 2.5332)
H (-1.2182, 5.0965, 0.8628)
H (-2.4199, 3.7950, 2.7884)
H (-1.1369, 2.6503, 2.3335)
H (-4.6477, 4.0087, 1.2039)
H (-4.6746, 2.2545, 0.8573)
H (-5.8593, 3.5978, -0.8913)
H (-4.4768, 2.6613, -1.4847)
H (-4.3893, 4.3569, -1.2021)
O (-3.2206, -0.5663, -1.9380)
N (-3.3670, 0.5877, -1.4278)
O (-3.7401, 1.5774, -2.1118)
O (-3.6201, 0.5333, -0.1685)
C (-0.3315, -2.8550, -0.0165)
N (-1.5146, -2.2179, -0.7014)
C (-2.7319, -2.7543, 0.0235)
N (-2.7822, -4.1903, 0.0235)
C (-1.5983, -4.7264, 0.6820)
N (-0.3927, -4.2892, -0.0162)
C (-0.4449, -4.7734, -1.3933)
N (-1.6260, -4.2508, -2.0646)
C (-1.5890, -2.8186, -2.0926)
C (-2.8178, -4.6875, -1.3481)
H (-0.3135, -2.5034, 1.0234)
H (0.5860, -2.5423, -0.5286)
H (-3.6291, -2.3636, -0.4768)
H (-2.6966, -2.4063, 1.0634)
H (-1.6407, -5.8164, 0.6702)
H (-1.5654, -4.3783, 1.7185)
H (-0.4770, -5.8635, -1.3885)
H (0.4535, -4.4500, -1.9257)
H (-2.4979, -2.4505, -2.5822)
H (-0.7167, -2.4866, -2.6628)
H (-2.8546, -5.7772, -1.3347)
H (-3.7077, -4.3048, -1.8534)

Atoms 1-6, force components in eV/Å:
3.35 -0.57 1.68
-0.07 0.43 0.07
-0.12 -0.67 0.08
-0.12 0.13 0.04
-0.11 0.08 -0.15
-0.03 0.04 -0.01

Results of the Löwdin charge analysis, in e, for atoms 1 through 8: W 1.844; C -0.054; O -0.089; C -0.224; C 0.025; C -0.053; C -0.064; C -0.029